The following is a DFT calculation (ωB97M-V/def2-TZVPD) of a structure of composition C5H8O2.

As for the multiplicity: 1. The energy above the lowest of the compared OMol25 structures with the same formula, charge and spin comes out at 65.3 kcal/mol. For the molar mass, the calculation gives 100.12 g/mol. The largest force on an atom is 3.24 eV/A.

CARTESIAN COORDINATES (ANGSTROEM)
1 O 2.04919 -1.02826 -0.18421
2 C 0.98160 -0.34995 0.42078
3 C 0.69982 1.07958 -0.15875
4 C -0.69647 0.74797 -0.68131
5 C -1.39212 -0.02398 0.54274
6 C -0.36206 -0.99465 0.05158
7 O -0.52740 -0.53256 -1.32941
8 H 1.80594 -1.10985 -1.11879
9 H 1.16400 -0.34558 1.49827
10 H 0.63927 1.87669 0.58299
11 H 1.49063 1.34172 -0.87861
12 H -1.59571 1.30380 -0.75666
13 H -1.35614 0.41699 1.54508
14 H -2.42799 -0.31799 0.29540
15 H -0.47256 -2.06394 0.17088

Forces on atoms 1 to 6 (eV/Å):
0.1 0.1 -0.3
-0.1 0.0 0.3
-0.2 0.0 0.2
-1.2 -0.4 2.1
0.4 -0.2 0.1
0.2 -0.8 0.4

Atomic partial charges in e from the Löwdin method, atoms 1 to 5:
1 O -0.0156
2 C -0.3250
3 C -0.0491
4 C -0.2554
5 C -0.0531